Record 1
# C19H32Cl4NO5PPd

A structure of composition C19H32Cl4NO5PPd (ωB97M-V with the def2-TZVPD basis set, the OMol25 dataset).

## Properties
- spin multiplicity = 5
- DFT total energy (a.u.) = -3483.710038
- molar mass (g/mol) = 633.67
- gap between HOMO and LUMO (spin up / spin down) (Eh) = 0.2531 / 0.1898
- energy above the lowest of the compared OMol25 structures with the same formula, charge and spin (eV) = 1.3468
- <S²> = 6.054
- charge = 0

Each line ends with the Löwdin spin population.
Positions of all 63 atoms, in Å:
Pd (-2.4269, 0.0657, -1.0193)  1.273
Cl (-2.6032, 3.6089, 5.3578)  0.081
C (-2.7530, 2.4430, 4.1138)  0.203
C (-2.9150, 2.8852, 2.7924)  -0.021
C (-3.0219, 1.9618, 1.7956)  0.148
Cl (-3.2488, 2.4661, 0.1870)  0.062
C (-2.9807, 0.5224, 2.0690)  0.083
O (-3.0535, -0.3394, 1.1990)  0.320
C (-2.8337, 0.1492, 3.4747)  0.149
Cl (-2.7907, -1.5146, 3.8621)  0.047
C (-2.7158, 1.0840, 4.4584)  -0.018
H (-2.9582, 3.9426, 2.5638)  -0.004
H (-2.5988, 0.7786, 5.4884)  -0.004
O (-3.3098, 0.6721, -4.5752)  0.002
Cl (-3.2511, 1.5558, -3.4497)  0.004
O (-3.5996, 2.8998, -3.8017)  0.012
O (-4.1464, 1.0725, -2.3799)  0.044
O (-1.8887, 1.5260, -2.8601)  0.060
C (2.7596, -1.1922, 1.7869)  0.007
C (1.3267, -0.7555, 1.4635)  0.035
C (0.9975, 0.5327, 2.2402)  0.005
C (0.3382, -1.8270, 1.9610)  0.006
P (1.0133, -0.4302, -0.3734)  0.123
N (-0.5627, -0.5426, -0.5836)  0.733
C (1.7047, -1.8023, -1.4492)  0.032
C (0.8958, -1.8238, -2.7619)  0.012
C (3.2063, -1.6725, -1.7230)  0.006
C (1.4398, -3.1493, -0.7671)  0.001
C (1.6991, 1.2619, -0.8762)  -0.005
C (3.1080, 1.5930, -0.3714)  -0.001
C (1.6708, 1.3438, -2.4092)  0.001
C (0.7125, 2.3377, -0.3927)  0.002
H (2.8473, -1.3039, 2.8737)  0.003
H (3.5088, -0.4694, 1.4712)  0.000
H (3.0075, -2.1566, 1.3438)  0.000
H (0.9660, 0.2900, 3.3080)  0.000
H (0.0196, 0.9341, 1.9591)  0.004
H (1.7478, 1.3092, 2.1042)  0.000
H (0.3196, -1.7861, 3.0555)  0.000
H (0.6310, -2.8341, 1.6790)  0.000
H (-0.6718, -1.6438, 1.5937)  0.003
H (1.0844, -0.9690, -3.4030)  0.000
H (-0.1745, -1.8651, -2.5624)  0.006
H (1.1733, -2.7251, -3.3152)  0.000
H (3.4519, -0.8175, -2.3500)  0.000
H (3.5330, -2.5716, -2.2568)  0.002
H (3.7931, -1.6068, -0.8054)  0.000
H (0.3899, -3.2589, -0.4902)  0.000
H (2.0643, -3.3097, 0.1105)  0.000
H (1.6818, -3.9361, -1.4873)  0.001
H (3.8578, 0.8761, -0.7097)  0.000
H (3.1553, 1.6578, 0.7154)  0.000
H (3.3964, 2.5768, -0.7618)  0.000
H (2.3758, 0.6713, -2.8888)  0.000
H (1.9538, 2.3621, -2.6928)  0.000
H (0.6692, 1.1616, -2.8023)  0.001
H (0.8112, 2.5706, 0.6652)  0.000
H (-0.3157, 2.0506, -0.6041)  0.002
H (0.9105, 3.2566, -0.9540)  0.000
C (-3.2690, -1.8750, -1.8800)  0.480
H (-2.8085, -2.6797, -1.3173)  0.033
H (-2.9971, -1.8273, -2.9275)  0.033
H (-4.3266, -1.7343, -1.6910)  0.036

Atoms 1-2, force components in eV/Å:
Pd 0.12 -0.30 -0.77
Cl 0.01 0.05 0.05

=====

Record 2
# C2H6N4S

An isolated molecule of C2H6N4S at a distorted geometry (ωB97M-V with the def2-TZVPD basis set, the OMol25 dataset).

## Properties
- DFT total energy (a.u.) = -696.872536
- molar mass (g/mol) = 118.16
- SMILES string = [H]/N=C\N(S)/C=N\N
- gap between HOMO and LUMO (Eh) = 0.3409
- energy above the lowest of the compared OMol25 structures with the same formula, charge and spin (eV) = 4.1777
- charge = 0

Each line ends with the Mulliken charge.
Positions of all 13 atoms, in Å:
C (-0.7266, 0.7893, -0.6912)  -0.064
C (0.3392, -0.6356, 0.9343)  0.114
H (1.1488, -0.8608, -2.0184)  0.275
H (-0.4046, -1.5586, -2.9671)  0.290
H (-1.6748, 1.3336, -0.5531)  0.320
H (-0.6130, 1.8433, 2.0595)  0.175
H (-0.3648, -1.3643, 0.5259)  0.365
H (1.2924, -0.0806, 2.5355)  0.261
N (0.0086, -1.0097, -1.9407)  -0.435
N (-0.8942, -0.0675, -1.6706)  -0.271
N (0.3501, 0.6031, 0.2837)  -0.169
N (0.7975, -0.8913, 2.1209)  -0.605
S (0.7413, 1.8990, 1.3814)  -0.256

Atoms 1-2, force components in eV/Å:
C -0.35 -2.68 -1.13
C -0.55 -0.83 3.11

=====

Record 3
# C10H12FIO2

A cluster of 2 separate species, C10H12FIO2 in total at a distorted geometry (ωB97M-V with the def2-TZVPD basis set, the OMol25 dataset).

## Properties
- DFT total energy (a.u.) = -936.135784
- molar mass (g/mol) = 310.11
- gap between HOMO and LUMO (Eh) = 0.3119
- energy above the lowest of the compared OMol25 structures with the same formula, charge and spin (eV) = 1.6915
- charge = 0

Each line ends with the Mulliken charge.
Positions of all 26 atoms, in Å:
C (-3.2062, -1.3961, -0.2979)  -0.605
C (-2.5731, -1.3527, 0.8806)  -0.518
C (-2.5888, -0.9580, -1.4819)  -0.449
C (-1.3927, -0.6250, 0.9580)  -0.154
C (-1.2794, -0.4074, -1.4453)  -0.646
C (-0.8070, -0.0992, -0.1253)  0.368
C (2.4230, 1.5797, -1.0676)  -0.629
C (1.9917, -0.8088, 1.0612)  -0.792
C (-0.3242, 2.6026, 0.7055)  -0.194
C (0.4475, 0.7066, 0.0292)  0.202
O (1.0471, 1.0754, -1.1005)  -0.207
O (1.1761, 0.4166, 1.1416)  -0.345
F (0.7030, 3.3080, 1.2006)  -0.234
I (-1.1438, 3.5460, -1.0394)  -0.027
H (-4.0850, -1.9530, -0.4237)  0.394
H (-2.7858, -1.8450, 1.8358)  0.345
H (-3.0556, -1.0997, -2.4362)  0.425
H (-1.0669, -0.4325, 1.9781)  0.431
H (-0.8108, 0.1032, -2.2526)  0.458
H (3.2112, 0.6982, -1.0341)  0.226
H (2.5824, 2.3635, -0.1258)  0.238
H (2.4396, 1.9143, -2.1095)  0.321
H (1.3879, -1.4599, 1.6736)  0.327
H (2.9466, -0.5967, 1.3835)  0.312
H (2.0629, -1.2056, -0.0370)  0.315
H (-1.0903, 2.3133, 1.4253)  0.438

Atoms 1-2, force components in eV/Å:
C 0.02 -0.77 -2.18
C 1.52 0.30 1.96

=====

Record 4
# C14H18N4O2S

An isolated molecule of C14H18N4O2S at a distorted geometry (ωB97M-V with the def2-TZVPD basis set, the OMol25 dataset).

## Properties
- DFT total energy (a.u.) = -1311.963376
- molar mass (g/mol) = 306.39
- SMILES string = Cc1ccc(-c2nnc(SCC(=O)OC(C)C)n2N)cc1
- gap between HOMO and LUMO (Eh) = 0.3135
- energy above the lowest of the compared OMol25 structures with the same formula, charge and spin (eV) = 1.1550
- charge = 0

Each line ends with the Mulliken charge.
Positions of all 39 atoms, in Å:
C (-0.3719, 2.8145, -5.8558)  -1.418
C (-0.1242, 2.0622, -4.5850)  1.097
C (1.0160, 2.3213, -3.8279)  -0.629
C (1.2665, 1.6281, -2.6641)  -0.621
C (0.3759, 0.6457, -2.2233)  0.378
C (-0.7719, 0.3891, -2.9693)  -0.657
C (-1.0109, 1.0933, -4.1349)  -0.749
H (-1.9053, 0.8839, -4.7045)  0.300
H (-1.4797, -0.3523, -2.6334)  0.565
C (0.6886, -0.0559, -0.9971)  0.575
N (1.6590, 0.2812, -0.1812)  -0.530
N (1.6936, -0.5708, 0.8467)  -0.499
C (0.7433, -1.4440, 0.6588)  0.435
N (0.0611, -1.1727, -0.4939)  0.430
N (-1.0413, -1.8590, -0.9881)  -0.955
H (-0.7447, -2.6130, -1.6076)  0.226
H (-1.5398, -2.2693, -0.1988)  0.256
S (0.2762, -2.7455, 1.7177)  -0.247
C (0.8142, -1.9988, 3.2744)  -0.578
C (0.0173, -0.7596, 3.6480)  0.556
O (0.0848, -0.2560, 4.7367)  -0.575
O (-0.7221, -0.3247, 2.6413)  -0.200
C (-1.4141, 0.9300, 2.7872)  0.433
C (-2.5158, 0.9372, 1.7379)  -1.283
H (-2.0789, 0.9004, 0.7425)  0.198
H (-3.1682, 0.0770, 1.8669)  0.336
H (-3.1052, 1.8442, 1.8312)  0.442
C (-0.4249, 2.0736, 2.5978)  -1.274
H (-0.9500, 3.0237, 2.6284)  0.419
H (0.0818, 1.9743, 1.6398)  0.225
H (0.3207, 2.0571, 3.3889)  0.373
H (-1.8362, 0.9629, 3.7999)  0.346
H (0.7244, -2.7546, 4.0535)  0.449
H (1.8610, -1.7109, 3.1586)  0.296
H (2.1473, 1.8244, -2.0738)  0.490
H (1.7129, 3.0762, -4.1626)  0.398
H (-0.3353, 3.8879, -5.6762)  0.337
H (0.3976, 2.5756, -6.5897)  0.309
H (-1.3416, 2.5627, -6.2775)  0.347

Atoms 1-2, force components in eV/Å:
C 0.04 0.00 -0.01
C -0.08 -0.06 0.04

=====

Record 5
# C3H2F5O3S2

A structure of composition C3H2F5O3S2 at a distorted geometry (ωB97M-V with the def2-TZVPD basis set, the OMol25 dataset).

## Properties
- DFT total energy (a.u.) = -1637.021757
- molar mass (g/mol) = 245.17
- gap between HOMO and LUMO (Eh) = 0.3229
- charge = -1

Each line ends with the Mulliken charge.
Positions of all 15 atoms, in Å:
C (0.8045, 0.3819, -0.2718)  -0.560
C (2.1145, -0.3303, -0.1606)  0.749
C (-0.6534, -0.7683, 0.3513)  0.462
O (-2.1382, 1.3415, 0.6627)  -0.710
O (-3.2637, -0.7514, 0.1099)  -0.639
O (-1.9006, 0.3974, -1.5785)  -0.640
F (3.1768, 0.4968, -0.2861)  -0.272
F (2.3017, -0.9832, 0.9953)  -0.264
F (2.2726, -1.2507, -1.1366)  -0.280
F (-0.5272, -0.9846, 1.6591)  -0.252
F (-0.5235, -1.9363, -0.2867)  -0.257
S (0.7042, 1.8693, 0.7089)  -0.308
S (-2.1738, 0.1400, -0.1843)  1.133
H (0.4810, 0.5195, -1.3015)  0.539
H (-0.6748, 1.8584, 0.7187)  0.297

Atoms 1-2, force components in eV/Å:
C -3.11 -1.80 1.24
C 0.33 -0.37 -0.16

=====

Record 6
# C23H30N2O2

An isolated molecule of C23H30N2O2 (ωB97M-V with the def2-TZVPD basis set, the OMol25 dataset).

## Properties
- DFT total energy (a.u.) = -1154.453322
- molar mass (g/mol) = 366.51
- SMILES string = CCOc1ccccc1NC(=O)[C@H](NCC1CCCCC1)c1ccccc1
- gap between HOMO and LUMO (Eh) = 0.3233
- energy above the lowest of the compared OMol25 structures with the same formula, charge and spin (eV) = 0.7961
- charge = 0

Each line ends with the Mulliken charge.
Positions of all 57 atoms, in Å:
C (-2.0293, 0.1382, 3.3929)  -1.264
C (-2.2663, 1.2986, 2.4387)  -0.629
O (-1.2323, 1.2749, 1.4771)  -0.211
C (-1.2478, 2.1935, 0.4589)  0.967
C (-2.1855, 3.1997, 0.3067)  -0.666
C (-2.1105, 4.0618, -0.7790)  -0.688
C (-1.1040, 3.9227, -1.7134)  -0.805
C (-0.1550, 2.9233, -1.5700)  -0.574
C (-0.2156, 2.0564, -0.4912)  0.272
N (0.6990, 1.0253, -0.2862)  0.126
C (1.5245, 0.4375, -1.1777)  -0.286
O (1.7604, 0.8162, -2.3049)  -0.708
C (2.2265, -0.7956, -0.5711)  0.724
N (1.4699, -1.3626, 0.5377)  -0.319
H (2.1272, -1.7232, 1.2209)  0.313
C (0.5130, -2.4087, 0.1966)  -1.861
C (-0.8725, -1.8564, -0.1813)  3.050
C (-1.9829, -2.8178, 0.2522)  -1.246
C (-3.3543, -2.2163, -0.0433)  -0.420
C (-3.4970, -1.9021, -1.5290)  -0.924
C (-2.3764, -0.9731, -1.9852)  -0.494
C (-1.0153, -1.5911, -1.6803)  -1.097
H (-0.9176, -2.5361, -2.2220)  0.453
H (-0.2286, -0.9249, -2.0321)  0.310
H (-2.4633, -0.7810, -3.0563)  0.361
H (-2.4600, -0.0130, -1.4696)  0.181
H (-4.4680, -1.4404, -1.7204)  0.400
H (-3.4507, -2.8320, -2.1008)  0.334
H (-4.1390, -2.9091, 0.2694)  0.397
H (-3.4733, -1.2946, 0.5314)  0.067
H (-1.8759, -3.7646, -0.2832)  0.388
H (-1.8985, -3.0296, 1.3216)  0.456
H (-1.0161, -0.9178, 0.3603)  -1.154
H (0.8863, -3.0518, -0.6167)  0.233
H (0.3995, -3.0351, 1.0858)  0.556
C (3.5744, -0.2853, -0.1245)  -0.199
C (4.6887, -0.4401, -0.9384)  -0.482
C (5.9191, 0.0537, -0.5431)  -0.649
C (6.0492, 0.7075, 0.6701)  -0.399
C (4.9402, 0.8731, 1.4823)  -0.752
C (3.7078, 0.3855, 1.0860)  -0.196
H (2.8437, 0.5266, 1.7181)  0.340
H (5.0334, 1.3901, 2.4263)  0.387
H (7.0100, 1.0912, 0.9796)  0.389
H (6.7788, -0.0734, -1.1843)  0.393
H (4.5886, -0.9436, -1.8885)  0.403
H (2.3675, -1.5191, -1.3908)  0.588
H (0.5854, 0.5032, 0.5796)  0.319
H (0.6315, 2.7970, -2.2949)  0.535
H (-1.0508, 4.5918, -2.5582)  0.398
H (-2.8509, 4.8403, -0.8848)  0.396
H (-2.9825, 3.3225, 1.0234)  0.400
H (-2.2527, 2.2512, 2.9860)  0.514
H (-3.2429, 1.1922, 1.9455)  0.478
H (-2.8046, 0.1214, 4.1534)  0.431
H (-2.0440, -0.8016, 2.8475)  0.117
H (-1.0604, 0.2447, 3.8733)  0.343

Atoms 1-2, force components in eV/Å:
C 0.02 0.32 -0.32
C -0.27 -0.09 0.35